1.
This record from the Open Molecules 2025 dataset describes a cluster of 11 separate species, C51H125N11O5 in total in a non-equilibrium geometry. The level of theory is wB97M-V/def2-TZVPD.

Last column: Löwdin charge in e.
Positions of all 192 atoms, in Å:
C 4.3969 -4.6321 -2.7580  -0.077
C 3.4243 -4.8678 -1.5588  -0.225
N 3.6411 -6.1042 -0.7325  -0.184
C 4.9168 -6.0917 -0.0516  -0.271
C 5.1361 -4.9224 0.9425  -0.078
C 2.5469 -6.4514 0.1926  -0.268
C 1.4312 -7.1684 -0.5011  -0.103
H 4.2347 -5.1761 -3.6885  0.067
H 5.4238 -4.8001 -2.4333  0.055
H 4.2166 -3.6038 -3.0715  0.065
H 3.4386 -4.0025 -0.8962  0.091
H 2.4500 -4.7370 -2.0296  0.103
H 5.0398 -7.0354 0.4798  0.105
H 5.7154 -6.1794 -0.7882  0.099
H 6.1434 -5.0145 1.3486  0.067
H 5.0787 -3.9566 0.4406  0.057
H 4.4218 -4.8855 1.7650  0.067
H 2.1245 -5.5530 0.6428  0.111
H 3.0155 -7.0921 0.9396  0.113
H 0.6644 -7.4807 0.2078  0.067
H 1.6484 -8.1814 -0.8399  0.071
H 1.0077 -6.5877 -1.3206  0.069
C 6.5563 6.2586 0.8922  -0.078
C 5.2119 6.3490 1.6496  -0.237
N 5.3239 6.2038 3.1228  -0.214
C 5.8362 4.8901 3.5466  -0.214
C 4.7946 3.7196 3.2920  -0.077
C 5.9994 7.3291 3.6677  -0.269
C 5.6870 7.6054 5.1941  -0.083
H 7.0388 5.2882 1.0095  0.065
H 7.1941 7.1031 1.1530  0.064
H 6.3816 6.4593 -0.1648  0.064
H 4.6395 7.2703 1.5407  0.108
H 4.4728 5.6282 1.2999  0.097
H 6.7666 4.5620 3.0831  0.097
H 5.9811 5.0199 4.6191  0.098
H 3.7794 3.8787 3.6554  0.065
H 4.5888 3.5250 2.2394  0.052
H 5.0774 2.7932 3.7919  0.061
H 5.7411 8.3056 3.2579  0.115
H 7.0636 7.1172 3.5649  0.108
H 4.6514 7.8274 5.4515  0.068
H 6.2923 8.4175 5.5969  0.061
H 5.9765 6.8135 5.8849  0.050
C -0.6423 -5.7928 5.8770  -0.084
C -1.8572 -6.6707 5.6557  -0.274
N -3.1743 -6.0238 5.8735  -0.168
C -4.2628 -6.9112 5.3740  -0.293
C -4.6570 -6.4267 4.0752  -0.117
C -3.3382 -5.7456 7.2958  -0.274
C -4.5992 -4.9431 7.6347  -0.090
H 0.2069 -6.4046 5.5723  0.073
H -0.5669 -5.5867 6.9446  0.060
H -0.7059 -4.8692 5.3016  0.080
H -1.8809 -7.0247 4.6250  0.107
H -1.8201 -7.5986 6.2264  0.110
H -3.9792 -7.9600 5.2858  0.115
H -5.0714 -6.9652 6.1030  0.105
H -4.9951 -5.3910 4.1070  0.079
H -3.8665 -6.3726 3.3267  0.078
H -5.4611 -7.0581 3.6972  0.079
H -2.5051 -5.1537 7.6748  0.100
H -3.3055 -6.6533 7.8984  0.114
H -5.5288 -5.4741 7.4294  0.058
H -4.7130 -4.0530 7.0159  0.072
H -4.5351 -4.5590 8.6527  0.070
C -0.0932 0.7967 12.2287  -0.086
C 1.2694 1.0529 11.5216  -0.215
N 1.1145 1.8071 10.2214  -0.182
C 2.3965 2.1237 9.5197  -0.272
C 3.2696 3.0240 10.3350  -0.117
C 0.1663 1.2766 9.2497  -0.272
C 0.4228 -0.1572 8.8606  -0.096
H -0.7006 1.6992 12.2980  0.074
H 0.0239 0.3613 13.2211  0.067
H -0.7243 0.0999 11.6771  0.057
H 1.8829 1.6995 12.1491  0.093
H 1.8236 0.1332 11.3340  0.102
H 2.2273 2.6889 8.6032  0.113
H 2.9799 1.2402 9.2607  0.107
H 2.7684 3.9533 10.6056  0.079
H 4.1635 3.3184 9.7852  0.072
H 3.5833 2.5388 11.2593  0.060
H -0.7948 1.4256 9.7419  0.100
H 0.1208 1.9305 8.3788  0.114
H 0.5817 -0.8793 9.6614  0.063
H -0.4169 -0.6283 8.3496  0.070
H 1.2991 -0.2319 8.2166  0.068
C -5.1881 -8.2247 -8.2658  -0.097
C -5.3974 -6.9853 -7.4248  -0.273
N -5.2578 -7.1684 -5.9470  -0.172
C -3.9720 -7.6903 -5.4869  -0.257
C -2.7202 -6.8708 -5.7959  -0.093
C -5.7159 -6.0017 -5.1564  -0.232
C -6.1297 -6.4127 -3.7181  -0.097
H -5.6030 -9.1213 -7.8054  0.081
H -4.1011 -8.3054 -8.2546  0.058
H -5.4854 -8.0384 -9.2978  0.076
H -4.8395 -6.1541 -7.8563  0.106
H -6.4122 -6.6471 -7.6347  0.103
H -3.9370 -8.0048 -4.4438  0.106
H -3.7901 -8.6163 -6.0323  0.098
H -1.8021 -7.4251 -5.6008  0.072
H -2.6556 -6.6464 -6.8606  0.061
H -2.6519 -5.8887 -5.3279  0.062
H -6.5847 -5.4648 -5.5372  0.111
H -4.8657 -5.3256 -5.0672  0.098
H -6.9218 -7.1594 -3.6625  0.070
H -6.5158 -5.5325 -3.2041  0.063
H -5.3190 -6.7444 -3.0695  0.056
C -0.7846 -0.4354 -3.5095  -0.078
C -0.9633 0.2631 -2.1292  -0.250
N -0.6004 -0.5630 -0.9502  -0.203
C -0.5669 0.1864 0.2990  -0.263
C -0.0314 -0.5599 1.5233  -0.081
C -1.3962 -1.7609 -0.8922  -0.259
C -2.9118 -1.4642 -0.7199  -0.075
H -1.5756 -1.1814 -3.5865  0.060
H 0.1714 -0.9567 -3.5584  0.071
H -0.7264 0.3347 -4.2787  0.071
H -0.1772 1.0181 -2.1202  0.103
H -1.9376 0.7480 -2.0690  0.102
H 0.0547 1.0737 0.1793  0.112
H -1.5905 0.5179 0.4738  0.099
H -0.5597 -1.4925 1.7218  0.057
H 1.0289 -0.8024 1.4513  0.073
H -0.2043 0.0878 2.3827  0.072
H -1.1173 -2.3821 -0.0411  0.094
H -1.2037 -2.4066 -1.7489  0.104
H -3.3302 -0.8722 -1.5339  0.063
H -3.1540 -0.9267 0.1968  0.060
H -3.4061 -2.4329 -0.6464  0.069
C 5.1692 1.2175 -3.6044  -0.039
N 6.1122 1.3092 -4.7452  -0.001
C 5.8456 1.0806 -6.0152  -0.563
C 6.9964 1.2040 -6.9990  -0.010
O 4.7086 0.7769 -6.4394  0.003
H 5.7602 0.7681 -2.8064  0.077
H 4.3291 0.5836 -3.8884  0.085
H 4.8474 2.1896 -3.2309  0.078
H 6.9819 1.7749 -4.5288  0.134
H 7.1266 2.2498 -7.2771  0.080
H 6.8764 0.6321 -7.9192  0.083
H 7.8907 0.8363 -6.4958  0.072
C 1.0212 7.2034 -3.6982  -0.045
N 0.8359 8.6141 -4.0955  0.002
C -0.3416 9.1202 -4.3370  -0.623
C -0.2959 10.5837 -4.6297  -0.001
O -1.3230 8.4136 -4.3484  0.042
H 0.9934 7.0907 -2.6144  0.083
H 2.0084 6.9008 -4.0475  0.078
H 0.2225 6.6125 -4.1465  0.081
H 1.6568 9.1862 -3.9577  0.133
H 0.6973 11.0327 -4.6263  0.072
H -0.9532 11.1970 -4.0132  0.088
H -0.5620 10.6785 -5.6825  0.088
C -7.0620 2.2687 2.8228  -0.045
N -5.7947 2.8262 3.3825  0.025
C -4.8998 2.2541 4.1519  -0.617
C -4.9573 0.7936 4.5654  0.008
O -3.9365 2.8989 4.4722  0.032
H -6.9673 2.0906 1.7516  0.078
H -7.7994 3.0441 3.0302  0.078
H -7.4101 1.3433 3.2816  0.071
H -5.5766 3.8028 3.2452  0.143
H -4.0734 0.2658 4.2073  0.085
H -5.8499 0.2579 4.2423  0.056
H -4.9582 0.8171 5.6551  0.086
C -4.7651 4.6152 -6.8593  -0.046
N -4.6532 4.7539 -5.3943  0.014
C -5.1425 3.9920 -4.4660  -0.596
C -4.8246 4.5080 -3.0391  -0.002
O -5.8453 3.0250 -4.6765  0.041
H -3.9799 5.1139 -7.4274  0.080
H -5.6921 5.0182 -7.2670  0.078
H -4.7585 3.5705 -7.1703  0.083
H -4.0981 5.5271 -5.0564  0.132
H -4.5302 3.6712 -2.4056  0.072
H -5.6203 5.0919 -2.5766  0.079
H -3.9073 5.0905 -2.9530  0.064
C 1.9282 5.7124 -12.9047  -0.052
N 2.1055 5.8543 -11.4305  0.003
C 1.2268 5.3324 -10.5768  -0.532
C 1.4389 5.5205 -9.0945  -0.009
O 0.1901 4.7038 -10.9868  -0.022
H 1.6357 4.6941 -13.1608  0.083
H 2.8481 5.9757 -13.4269  0.077
H 1.1642 6.4257 -13.2138  0.083
H 3.0019 6.2142 -11.1355  0.131
H 2.5107 5.5632 -8.9012  0.069
H 1.0710 4.6421 -8.5642  0.085
H 0.9488 6.4237 -8.7312  0.084

Calculated values
SMILES	CCN(CC)CC.CCN(CC)CC.CCN(CC)CC.CCN(CC)CC.CCN(CC)CC.CCN(CC)CC.CNC(C)=O.CNC(C)=O.CNC(C)=O.CNC(C)=O.CNC(C)=O
energy above the lowest of the compared OMol25 structures with the same formula, charge and spin	6.0111	eV
2S+1	1
DFT total energy	-81539.4251	eV
largest force on an atom	4.41	eV/A
gap between HOMO and LUMO	8.1	eV

=====

2.
This record from the Open Molecules 2025 dataset describes a structure of composition C51H127CuN8O17 in a non-equilibrium geometry. The level of theory is wB97M-V/def2-TZVPD.

Last column: Löwdin charge in e.
Positions of all 204 atoms, in Å:
Cu -0.4247 2.6147 -0.9596  0.334
C 0.9256 0.0675 -0.7869  -0.140
C -0.2477 0.2697 0.2272  -0.265
C 0.2014 0.6390 1.6436  -0.059
O -1.1972 1.1421 -0.3712  -0.298
H 1.4942 -0.8484 -0.6258  0.045
H 1.6461 0.8836 -0.7330  0.106
H 0.6169 -0.1006 -1.8187  0.055
H -0.5471 -0.7780 0.1982  0.119
H 0.6277 1.6388 1.7266  0.029
H 0.9862 -0.0509 1.9540  0.154
H -0.6398 0.6535 2.3366  0.077
C -3.7192 -0.7852 5.3344  -0.104
O -2.8632 -0.6146 4.2241  -0.197
C -3.4917 0.0308 3.1433  -0.190
C -2.4566 0.5924 2.1398  -0.169
N -2.9040 1.1244 0.8487  -0.021
C -3.5390 0.1090 0.0424  -0.161
C -4.0433 0.7157 -1.2938  -0.169
O -5.0741 -0.0901 -1.8558  -0.122
C -4.5853 -1.1184 -2.6343  -0.140
H -4.6809 -1.2388 5.0949  0.090
H -3.9585 0.1413 5.8564  0.083
H -3.2200 -1.3731 6.1046  0.089
H -4.0267 0.8929 3.5416  0.124
H -4.2560 -0.5947 2.6821  0.104
H -1.6851 -0.1340 1.8845  0.052
H -1.8587 1.3412 2.6594  0.095
H -2.0332 1.2223 0.3465  -0.183
H -4.4332 -0.2425 0.5571  0.110
H -2.9101 -0.7585 -0.1575  0.099
H -3.1757 0.8292 -1.9437  0.042
H -4.5104 1.6609 -1.0172  0.128
H -5.2752 -1.9412 -2.8214  0.078
H -3.7164 -1.5627 -2.1487  0.070
H -4.2048 -0.7839 -3.5993  0.093
C 3.1976 -6.5742 5.1459  -0.118
O 2.2286 -5.7032 4.6052  -0.192
C 1.8933 -5.9366 3.2397  -0.198
C 2.9817 -5.5931 2.1640  -0.168
N 3.2741 -4.1465 1.9567  -0.024
C 2.1199 -3.4137 1.4947  -0.255
C 2.5465 -1.9436 1.1949  -0.121
O 3.0606 -1.2549 2.4203  -0.178
C 3.7854 -0.0718 2.2351  -0.104
H 2.9519 -7.6352 5.1010  0.086
H 3.2230 -6.2744 6.1936  0.087
H 4.1666 -6.3420 4.7040  0.079
H 0.9634 -5.4002 3.0508  0.109
H 1.7073 -7.0009 3.0950  0.108
H 2.8557 -6.0357 1.1759  0.109
H 3.8883 -6.1331 2.4370  0.096
H 3.6671 -3.7596 2.8028  0.102
H 1.3364 -3.3438 2.2493  0.099
H 1.6503 -3.8742 0.6255  0.015
H 1.8115 -1.3878 0.6128  0.068
H 3.3047 -2.0431 0.4182  0.122
H 4.7476 -0.3032 1.7784  0.098
H 3.8365 0.5184 3.1501  0.066
H 3.2518 0.5326 1.5016  0.068
C 2.0026 3.3691 1.5686  -0.103
O 1.2411 3.5565 0.4271  -0.208
C 2.0265 4.0144 -0.6501  -0.144
C 1.3409 3.8897 -1.9914  -0.160
N 0.8142 2.5609 -2.2256  -0.094
C 0.4064 2.3307 -3.6354  -0.085
C -0.3937 1.0315 -3.7774  -0.225
O -0.6557 0.8709 -5.1711  -0.171
C -1.4637 -0.2870 -5.3812  -0.059
H 1.4477 3.1472 2.4801  0.007
H 2.6441 4.2347 1.7340  0.122
H 2.6461 2.4998 1.4330  0.108
H 2.9636 3.4581 -0.6700  0.100
H 2.2280 5.0507 -0.3785  0.142
H 2.1263 4.1043 -2.7161  0.107
H 0.4857 4.5531 -2.1201  0.122
H 1.6016 1.9506 -2.0592  0.056
H 1.2997 2.3333 -4.2599  0.096
H -0.2397 3.1668 -3.9032  0.123
H -1.2188 1.0982 -3.0683  0.047
H 0.2053 0.1627 -3.5044  0.128
H -1.0361 -1.1417 -4.8570  0.053
H -1.5253 -0.4902 -6.4503  0.104
H -2.4388 -0.0882 -4.9365  0.083
C -1.3716 -0.0168 -1.7533  -0.340
O -1.7456 -0.9219 -2.7305  -0.148
C -1.0516 -2.1576 -2.5120  -0.182
C -1.2218 -3.1350 -3.6757  -0.162
N -2.6626 -3.5227 -3.6865  -0.030
C -3.0531 -4.2614 -4.8658  -0.188
C -4.6153 -4.4265 -4.8722  -0.163
O -5.2932 -3.1429 -4.9710  -0.225
C -6.6491 -3.1347 -4.6882  -0.149
H -1.6576 -0.2707 -0.7326  0.093
H -1.8792 0.9322 -1.9263  0.076
H -0.2952 0.1469 -1.7016  0.009
H -1.2935 -2.7626 -1.6382  0.069
H 0.0179 -2.0013 -2.3706  0.060
H -0.6025 -4.0315 -3.7031  0.114
H -0.9232 -2.7065 -4.6324  0.087
H -3.2429 -2.7038 -3.5738  0.061
H -2.5052 -5.1974 -4.9740  0.119
H -2.8672 -3.6446 -5.7451  0.110
H -4.9461 -4.9537 -3.9774  0.115
H -5.0178 -4.9782 -5.7218  0.113
H -6.9035 -3.4432 -3.6741  0.086
H -7.1516 -3.8501 -5.3392  0.081
H -7.0735 -2.1618 -4.9357  0.097
C 1.6000 -2.6849 -1.5641  -0.069
O 1.5870 -3.8548 -0.7256  -0.162
C 0.3317 -4.4636 -0.5931  -0.147
C -0.8173 -3.6225 0.0818  -0.157
N -0.2985 -3.2384 1.3927  -0.058
C -1.2319 -2.2676 2.0737  -0.104
C -2.7580 -2.6629 2.0242  -0.172
O -3.2493 -2.2749 0.7779  -0.259
C -4.5955 -2.6907 0.5361  -0.067
H 2.4530 -2.0230 -1.4146  0.064
H 0.7415 -2.0177 -1.4880  0.046
H 1.6685 -2.9699 -2.6139  0.133
H 0.3562 -5.4172 -0.0657  0.136
H -0.1184 -4.7420 -1.5460  0.115
H -1.6784 -4.2718 0.2402  0.136
H -1.0588 -2.7918 -0.5814  0.052
H 0.5851 -2.7744 1.2374  0.025
H -1.0504 -1.2989 1.6082  0.052
H -0.9444 -2.1843 3.1218  0.129
H -3.2701 -2.0797 2.7895  0.086
H -2.9088 -3.7336 2.1623  0.127
H -5.3340 -2.0552 1.0249  0.091
H -4.8337 -3.7469 0.6614  0.094
H -4.7678 -2.5337 -0.5287  0.075
C 0.9911 4.4564 -6.2823  -0.113
O 2.0834 3.8172 -5.6927  -0.223
C 3.3110 4.5896 -5.6589  -0.175
C 4.5519 3.7219 -5.4108  -0.218
N 4.8333 3.3538 -4.0448  -0.042
C 3.7020 2.5009 -3.6070  -0.194
C 4.1181 1.9155 -2.2165  -0.119
O 2.9889 1.2047 -1.6503  -0.247
C 2.6887 -0.0159 -2.3276  -0.113
H 0.1072 3.9267 -5.9269  0.078
H 0.9048 4.4187 -7.3682  0.090
H 0.8843 5.4927 -5.9616  0.092
H 3.2325 5.4522 -4.9972  0.124
H 3.3820 5.1419 -6.5959  0.115
H 5.3624 4.4007 -5.6762  0.114
H 4.6457 2.9174 -6.1402  0.123
H 5.6369 2.7484 -3.9566  0.108
H 3.5041 1.6759 -4.2913  0.119
H 2.7540 3.0386 -3.6173  0.053
H 4.4352 2.6819 -1.5092  0.115
H 4.9472 1.2086 -2.2495  0.126
H 1.7555 -0.3733 -1.8921  -0.023
H 3.4259 -0.7938 -2.1290  0.113
H 2.3894 0.0363 -3.3744  0.120
C 6.4804 -1.4172 9.1168  -0.086
O 5.8845 -0.7050 7.9875  -0.203
C 4.5246 -1.1434 7.7483  -0.210
C 3.9020 -0.5013 6.4370  -0.182
N 3.5347 0.8910 6.6986  -0.079
C 3.1471 1.7020 5.5626  -0.202
C 1.9757 1.1496 4.7271  -0.176
O 1.6478 2.2588 3.9009  -0.143
C 0.5682 2.1489 2.9452  -0.223
H 6.7517 -2.3730 8.6684  0.082
H 5.8157 -1.5863 9.9639  0.081
H 7.3660 -0.8898 9.4713  0.082
H 3.7965 -1.0032 8.5473  0.113
H 4.4973 -2.2294 7.6592  0.105
H 2.9769 -1.0436 6.2412  0.118
H 4.6713 -0.5983 5.6709  0.115
H 4.3157 1.3122 7.1810  0.104
H 3.9855 1.8754 4.8878  0.109
H 2.9261 2.6770 5.9969  0.121
H 1.1279 0.8311 5.3337  0.134
H 2.3426 0.3116 4.1345  0.081
H -0.3935 2.0374 3.4461  0.144
H 0.7692 1.2896 2.3055  -0.123
H 0.4210 3.0234 2.3114  0.073
C -2.6611 1.9739 -3.7179  -0.118
O -2.0613 2.9139 -2.8499  -0.187
C -2.8405 3.4389 -1.7982  -0.157
C -2.0259 4.5816 -1.1249  -0.101
N -0.9906 4.1463 -0.1316  -0.098
C -1.4457 3.3978 1.0567  -0.151
C -2.4230 4.1901 1.9475  -0.191
O -2.0101 5.5199 2.1300  -0.193
C -2.9903 6.3744 2.7745  -0.083
H -2.9190 1.0499 -3.2003  0.058
H -2.0477 1.7413 -4.5884  0.078
H -3.5400 2.3370 -4.2506  0.126
H -3.1991 2.7215 -1.0601  0.090
H -3.6955 3.9534 -2.2369  0.137
H -2.6901 5.2120 -0.5336  0.111
H -1.6835 5.2379 -1.9249  0.124
H -0.5887 5.0126 0.1972  0.131
H -0.5640 3.1520 1.6484  0.074
H -1.9174 2.4709 0.7305  0.072
H -2.5297 3.7251 2.9275  0.121
H -3.4317 4.2227 1.5356  0.118
H -3.1741 6.1172 3.8177  0.084
H -3.8926 6.5550 2.1903  0.085
H -2.5288 7.3575 2.8667  0.079

Calculated values
energy above the lowest of the compared OMol25 structures with the same formula, charge and spin	40.7189	eV
2S+1	1
DFT total energy	-146258.7718	eV
largest force on an atom	14.85	eV/A
gap between HOMO and LUMO	6.8	eV

=====

Look up the gap between HOMO and LUMO of the first one.
8.1 eV

=====

Look up the largest force on an atom of the first one.
4.41 eV/A

=====

The highest largest force on an atom belongs to which entry?
C51H127CuN8O17